No. 1
11
Properties=species:S:1:pos:R:3:forces:R:3 method="wB97M-V/def2-TZVPD" homo_ha=-0.3497 lumo_energy_ha=0.033 smiles=Cc1c[nH]nn1 e_above_lowest_kcal_mol=22.2 homo_lumo_gap_ev=10.404
C 0.023 1.075 1.328 0.0 0.1 0.1
C 0.111 0.258 0.084 0.0 -0.1 0.1
C -0.443 -0.956 -0.236 0.1 0.1 0.0
N -0.019 -1.177 -1.502 0.0 0.0 -0.1
N 0.744 -0.179 -1.946 -0.1 0.0 0.1
N 0.827 0.691 -0.992 0.0 -0.1 0.0
H 0.802 1.837 1.309 0.0 -0.1 0.0
H 0.152 0.477 2.233 0.0 0.0 -0.1
H -0.939 1.589 1.396 0.1 0.0 0.0
H -1.061 -1.652 0.309 0.1 0.1 -0.1
H -0.211 -1.950 -2.118 0.0 0.0 0.1



No. 2
91
Properties=species:S:1:pos:R:3:forces:R:3 method="wB97M-V/def2-TZVPD" homo_ha="-0.3028 / -0.3936" lumo_energy_ha="-0.085 / -0.092" charge=+1 e_above_lowest_kcal_mol=0.0 homo_lumo_gap_ev="5.923 / 8.210" spin_multiplicity=2 s2=0.78
Ba -0.644 1.066 -0.688 0.5 0.2 0.1
C -4.117 3.123 -1.274 0.0 0.0 0.0
C -4.166 3.738 0.122 0.0 0.0 0.0
C -4.537 5.221 0.052 0.0 0.0 0.0
C -2.863 3.552 0.867 0.0 -0.1 0.0
C -1.637 3.906 0.311 0.1 0.1 0.0
C -0.449 3.765 1.034 0.0 0.1 0.0
C -0.450 3.276 2.337 0.0 -0.1 0.0
C 0.809 3.231 3.159 0.0 0.0 0.0
C -1.677 2.899 2.881 0.0 0.0 0.0
C -2.853 3.039 2.164 0.0 0.0 0.0
H -5.087 3.209 -1.766 0.0 0.0 0.0
H -3.855 2.061 -1.237 0.0 0.0 0.0
H -3.392 3.650 -1.902 0.0 0.0 0.0
H -4.937 3.217 0.696 0.0 0.0 0.0
H -3.789 5.780 -0.516 0.0 0.0 0.0
H -4.601 5.662 1.047 0.0 0.0 0.0
H -5.501 5.352 -0.443 0.0 0.0 0.0
H -1.590 4.337 -0.686 0.0 0.0 0.0
H 0.487 4.096 0.591 0.0 0.0 0.0
H 1.701 3.238 2.531 0.0 0.0 0.0
H 0.840 2.351 3.803 0.0 0.0 0.0
H 0.865 4.110 3.804 0.0 0.0 0.0
H -1.713 2.501 3.889 0.0 0.0 0.0
H -3.788 2.734 2.618 0.0 0.0 0.0
C 1.638 -5.038 -0.688 0.0 0.0 0.0
Si 3.128 -3.980 -0.278 0.0 0.0 0.0
C 3.988 -3.453 -1.855 0.0 0.0 0.0
C 4.312 -4.865 0.870 0.0 -0.1 0.0
Ge 2.360 -2.024 0.874 0.2 -0.1 0.0
Si 0.731 -2.375 2.586 0.0 0.0 0.0
C 1.437 -3.564 3.845 0.0 0.0 0.0
C 0.359 -0.725 3.401 0.0 0.0 0.0
C -0.754 -3.138 1.748 0.0 0.0 0.0
Si 4.085 -0.356 1.012 -0.1 0.0 0.0
C 3.813 0.761 2.485 0.0 0.0 0.1
C 3.933 0.612 -0.594 0.0 0.0 0.0
C 5.767 -1.161 1.119 0.0 -0.1 0.0
H 1.874 -5.751 -1.482 0.0 0.0 0.0
H 0.792 -4.437 -1.029 0.0 0.0 0.0
H 1.314 -5.611 0.184 0.0 0.0 0.0
H 4.277 -4.342 -2.423 0.0 0.0 0.0
H 4.896 -2.880 -1.658 0.0 0.0 0.0
H 3.338 -2.854 -2.498 0.0 0.0 0.0
H 4.697 -5.768 0.388 0.0 0.0 0.0
H 3.820 -5.172 1.796 0.0 0.0 0.0
H 5.171 -4.244 1.133 0.0 0.0 0.0
H 2.357 -3.204 4.308 0.0 0.0 0.0
H 1.636 -4.542 3.403 0.0 0.0 0.0
H 0.701 -3.706 4.641 0.0 0.0 0.0
H 1.239 -0.357 3.935 0.0 0.0 0.0
H -0.456 -0.835 4.120 0.0 0.0 0.0
H 0.054 0.039 2.678 0.0 0.0 0.0
H -0.486 -4.110 1.328 0.0 0.0 0.0
H -1.148 -2.513 0.943 0.0 0.0 0.0
H -1.562 -3.291 2.468 0.0 0.0 0.0
H 2.805 1.181 2.479 0.0 0.0 0.0
H 4.529 1.587 2.496 0.0 0.0 0.0
H 3.931 0.211 3.422 0.0 0.0 0.0
H 2.982 1.153 -0.634 0.0 0.0 0.0
H 3.969 -0.059 -1.456 0.0 0.0 0.0
H 4.734 1.348 -0.703 0.0 0.0 0.0
H 5.856 -1.822 1.983 0.0 0.0 0.0
H 6.539 -0.393 1.210 0.0 0.0 0.0
H 5.984 -1.747 0.223 0.0 0.0 0.0
S 0.319 -1.562 -3.131 0.0 0.0 -0.1
C 0.870 -1.450 -1.650 0.1 0.1 0.1
N 1.222 -1.248 -0.531 -0.1 0.0 -0.1
Br -0.836 2.055 -8.008 0.0 0.0 0.0
C -0.758 2.011 -6.136 0.0 0.0 0.0
C -1.923 1.974 -5.388 0.0 0.0 0.0
C -1.813 1.940 -4.011 0.1 0.0 0.0
N -0.642 1.942 -3.363 -0.1 0.0 -0.1
C 0.468 1.971 -4.106 0.0 0.0 0.0
C 0.467 2.009 -5.488 0.0 0.0 0.0
H -2.895 1.968 -5.861 0.0 0.0 0.0
H -2.708 1.890 -3.402 0.0 0.0 0.0
H 1.414 1.958 -3.576 0.0 0.0 0.0
H 1.397 2.031 -6.037 0.0 0.0 0.0
Se -3.196 -0.529 2.421 0.0 0.1 -0.1
N -4.378 -1.576 1.563 0.0 0.0 0.0
C -4.140 -1.448 0.255 -0.1 -0.1 0.0
C -4.838 -2.086 -0.783 0.0 0.0 0.1
C -4.454 -1.839 -2.096 0.1 0.1 0.0
C -3.405 -0.975 -2.364 -0.1 -0.1 0.1
N -2.714 -0.333 -1.401 -0.1 -0.1 -0.2
C -3.059 -0.565 -0.119 -0.1 -0.1 -0.1
N -2.387 0.032 0.878 -0.3 -0.2 0.3
H -5.654 -2.753 -0.540 0.0 0.0 0.0
H -4.965 -2.318 -2.920 0.0 0.0 0.0
H -3.088 -0.788 -3.383 0.0 0.0 0.0



No. 3
16
Properties=species:S:1:pos:R:3:forces:R:3 method="wB97M-V/def2-TZVPD" homo_ha=-0.1085 lumo_energy_ha=0.122 charge=-2 homo_lumo_gap_ev=6.280
C 1.820 1.143 0.508 0.7 0.8 -0.4
C 2.597 0.137 1.264 0.7 0.4 0.3
C 2.054 -0.975 1.976 0.1 -0.6 -0.5
O 3.709 3.049 1.311 -0.2 0.0 0.3
O 3.837 0.367 1.128 -0.7 0.1 0.1
O 4.015 2.059 -1.073 -0.1 -0.3 -0.3
O 0.463 -1.472 -0.238 -0.2 0.3 0.2
O 2.817 -2.572 -0.190 0.4 0.1 0.2
P 3.441 2.049 0.271 -0.2 0.1 0.1
P 1.598 -2.090 0.472 -0.2 -0.4 -0.3
Cl -33.529 1.864 -12.764 0.0 0.0 0.0
Cl 0.851 -3.623 1.619 -0.3 -0.6 0.4
H 1.428 0.695 -0.406 0.0 0.0 0.0
H 1.017 1.633 1.054 0.1 0.0 0.0
H 2.772 -1.497 2.600 0.0 0.0 -0.1
H 1.109 -0.769 2.469 0.0 0.1 -0.1



No. 4
24
Properties=species:S:1:pos:R:3:forces:R:3 method="wB97M-V/def2-TZVPD" homo_ha=-0.4735 lumo_energy_ha=-0.126 charge=+1 e_above_lowest_kcal_mol=50.8 homo_lumo_gap_ev=9.455
C -0.786 -3.238 1.547 1.3 -0.6 0.5
C 0.222 -2.371 1.858 2.0 -1.9 1.8
C -1.739 -2.834 0.696 -2.5 0.7 -3.5
C 0.315 -1.120 1.325 0.3 1.2 1.7
C -1.863 -1.530 0.193 3.6 0.6 2.1
C -0.744 -0.636 0.627 -3.3 -1.7 -1.9
C -0.830 0.777 0.300 2.2 1.2 -0.2
C -0.273 -0.365 -2.252 -4.8 -0.5 0.4
C 0.501 1.491 0.162 -0.3 -3.9 -0.3
N 0.812 2.682 0.615 4.5 -1.9 0.4
O -1.915 1.331 0.822 -0.8 2.1 0.7
S -0.496 1.271 -1.530 -1.1 0.0 -1.1
H -0.767 -4.293 1.777 0.2 0.1 0.5
H 1.015 -2.744 2.546 -0.6 0.5 -0.7
H -2.279 -3.637 0.191 -0.6 0.4 0.5
H 1.064 -0.430 1.757 -0.3 -0.5 -0.6
H -2.547 -1.197 -0.567 -0.4 -0.1 0.1
H -0.373 -1.076 -1.408 0.5 0.2 -1.0
H 0.593 -0.352 -2.745 3.5 -0.4 -1.9
H -1.149 -0.564 -3.027 1.7 0.6 1.7
H 1.364 0.777 0.025 -1.1 1.0 0.5
H -1.838 2.318 0.883 -0.3 -1.1 0.0
H 1.789 2.933 0.493 -0.2 0.0 0.1
H 0.283 3.434 0.591 -3.6 4.1 0.0



No. 5
38
Properties=species:S:1:pos:R:3:forces:R:3 method="wB97M-V/def2-TZVPD" homo_ha=-0.1275 lumo_energy_ha=0.089 charge=-1 e_above_lowest_kcal_mol=0.0 homo_lumo_gap_ev=5.890
Pd 2.287 -0.411 0.240 0.2 0.4 0.1
N -2.585 -1.059 1.517 0.0 0.0 0.0
C -3.072 -1.206 0.136 0.0 0.0 0.0
C -2.397 -2.400 -0.541 0.0 0.0 0.0
C -0.913 -2.204 -0.865 0.0 -0.1 0.0
N -0.101 -2.419 0.339 0.0 0.1 0.1
C -0.714 -0.881 -1.612 0.0 0.0 0.0
C -1.338 0.348 -0.945 0.0 0.0 0.1
N -0.574 0.771 0.239 0.2 0.0 -0.1
C -2.817 0.089 -0.642 0.0 0.0 0.0
H -2.654 -1.939 2.017 0.0 0.0 0.0
H -3.143 -0.381 2.022 0.0 0.0 0.0
H -0.953 0.411 1.108 0.1 -0.1 0.0
H -4.155 -1.394 0.122 0.0 0.0 0.0
H -2.932 -2.583 -1.478 0.0 0.0 0.0
H -2.518 -3.295 0.076 0.0 0.0 0.0
H -0.631 -3.000 -1.562 0.0 0.0 0.0
H 0.878 -2.156 0.170 -0.2 -0.1 -0.1
H -0.406 -1.792 1.076 0.0 0.0 0.0
H -1.179 -0.983 -2.601 0.0 0.0 0.0
H 0.350 -0.692 -1.772 0.0 0.0 0.0
H -1.268 1.169 -1.660 0.0 0.0 0.0
H -0.443 1.773 0.307 0.0 0.0 0.0
H 0.870 0.271 0.187 -0.1 -0.1 0.1
H -3.352 0.020 -1.595 0.0 0.0 0.0
H -3.247 0.938 -0.101 0.0 0.0 0.0
S 1.753 6.666 0.596 0.1 0.0 0.0
C 2.017 5.024 0.532 -0.1 0.0 0.0
S 2.288 4.149 -0.916 0.0 0.0 0.0
C 2.398 2.526 -0.255 0.0 -0.1 0.0
C 2.257 2.449 1.100 0.0 -0.1 -0.1
S 2.262 1.052 2.163 0.0 0.0 0.0
S 1.999 3.991 1.900 0.0 0.0 0.0
S 2.644 1.259 -1.447 0.0 0.0 0.0
N 5.118 -1.091 0.571 0.0 0.0 0.0
H 4.572 -1.934 0.423 0.0 0.0 0.0
H 4.730 -0.605 1.375 0.0 0.0 0.0
H 4.969 -0.481 -0.229 0.0 0.0 0.0